# C5H10O

2 unconnected molecules or ions with the total composition C5H10O at a distorted geometry (wB97M-V/def2-TZVPD, the OMol25 dataset).

Properties
spin multiplicity = 2
strongest force on any atom = 2.42 eV/A
charge = +1
orbital gap (spin up / spin down) = 0.37360 / 0.23549 hartree

Structure (XYZ):
```
16
Properties=species:S:1:pos:R:3:forces:R:3:mulliken_charge:R:1
O -1.953794 -0.060040 1.969212 -0.822 -1.685 -1.126 -0.5894
H -0.110719 2.535075 -1.607437 0.332 -0.384 -0.320 0.3584
C -0.095649 0.385856 -1.206854 0.840 1.650 1.555 0.1707
H -1.301837 0.600228 1.969346 0.963 1.507 0.648 0.2907
H -1.246840 2.106416 -0.404954 0.178 -0.592 0.272 0.3469
H 2.155531 -2.909432 0.347452 1.028 -0.092 -0.349 0.2941
C -0.753879 1.699488 -1.290687 -1.147 -0.521 -1.342 -1.0852
H -0.011060 -0.305794 -2.032598 -0.218 -0.039 -0.158 0.4789
H -2.459016 -0.039179 2.775751 -0.083 0.256 0.502 0.3201
H 2.734929 -1.261339 -0.616428 0.739 -0.961 -0.198 0.2896
H 0.724827 0.714496 0.841773 -0.943 0.620 -0.298 0.5199
H -1.502363 1.528078 -2.077520 -0.027 0.793 0.089 0.3395
C 2.082093 -1.910528 -0.049408 -1.921 1.373 0.285 -0.6289
C 0.950664 -1.289195 0.344557 -0.175 -0.879 -0.484 -0.3194
H 0.290848 -1.838684 1.024949 0.017 0.372 0.249 0.3629
C 0.496264 0.044554 0.012848 1.239 -1.419 0.675 -0.1488
```
Forces are in eV/Å.